# 1
119
Properties=species:S:1:pos:R:3 method="wB97M-V/def2-TZVPD" total_charge=-2 homo_ha="0.001 / -0.006" e_above_lowest_kj_mol=149.1
Cs -1.20992 0.91117 -1.57710
As -0.90136 -2.73144 -0.77557
P -0.35430 0.71994 1.92721
P 2.63090 0.77290 -1.17047
O 2.27929 -0.34585 1.52086
O -0.54124 3.60168 -1.59520
O -1.54980 -1.25831 -0.34859
N -0.34231 -0.31132 -4.39025
C -4.12233 1.88553 2.98198
C -7.87120 1.82210 -2.69831
C -2.09120 0.67424 2.48473
C -2.13233 -4.16982 -0.41743
C 1.77882 -0.94157 2.63843
C 0.46017 -0.59368 2.95325
C 2.97768 -1.25931 -3.03034
C 3.54393 -0.63455 1.08737
C 5.19182 -0.30330 -0.61015
C -2.76481 1.87414 2.70010
C 3.56097 0.91067 -3.85065
C -4.90360 -1.00552 -2.79570
C -6.04891 0.87954 -1.31758
C -6.98749 0.94042 -0.22003
C 3.13929 2.49505 -1.21250
C 4.36405 4.38743 -0.29639
C 3.13178 0.10661 -2.79980
C -5.09345 -0.45780 -1.40025
C -4.17177 -0.50261 2.81915
C 2.52692 -1.81609 3.41456
C 0.35907 2.10036 2.91100
C 3.78584 0.36523 -5.10757
C -6.58446 1.38679 -2.57070
C 0.03535 2.38456 4.23680
C 4.40635 -1.44236 1.81948
C 6.09880 -1.05507 0.12038
C -5.30500 -1.56443 -0.38710
C 3.89963 -0.08348 -0.14807
C -8.26740 1.41073 -0.36484
C 0.69991 -3.09385 0.22442
C -0.09710 -0.42642 -5.51621
C 5.69563 -1.62531 1.31468
C -2.82114 -0.51124 2.51372
C -4.82801 0.69493 3.06259
C 3.61840 -0.99076 -5.32596
C 4.12352 3.01635 -0.38807
C -0.45281 -2.90788 -2.62950
C 1.71963 4.09922 4.29080
C -0.11315 -1.17639 4.07685
C 4.12898 -3.65939 2.91457
C 2.05402 3.81765 2.97775
C 1.37145 2.82121 2.28822
C 0.59449 -2.07825 4.85991
C 3.22836 -1.80773 -4.27300
C 1.90230 -2.38198 4.52905
C 2.23089 3.39058 -1.90880
C 4.86367 -1.67713 4.26606
C -4.50774 0.83742 -1.05658
C 2.62942 4.75769 -1.95174
C 0.36189 3.23468 -0.95081
C -8.75931 1.84133 -1.60395
C 3.60965 5.24436 -1.12867
C 3.97581 -2.13827 3.09857
C 0.70610 3.38151 4.92177
B 0.22558 -0.66664 -7.07554
H -5.90872 1.44501 -3.41269
H 3.70698 1.97062 -3.68616
H 3.50798 -4.01097 2.08987
H 1.61818 2.62925 1.25073
H 2.64881 -1.90632 -2.21997
H 1.10828 -4.07163 -0.03516
H 0.46487 -3.05476 1.28896
H -0.05896 -3.91397 -2.78202
H -4.49155 -0.25180 -3.46188
H -8.19546 2.19626 -3.66551
H 3.07905 -2.86886 -4.43717
H 1.80936 2.99543 -2.83533
H -2.23599 2.81713 2.62958
H 4.73481 2.33682 0.19924
H 5.15623 4.76714 0.33616
H 3.82051 6.31017 -1.13811
H -2.38451 -4.15056 0.64272
H -4.18009 -1.83108 -2.75988
H -4.38923 0.89780 0.03985
H -1.34859 -2.75316 -3.22961
H 6.39590 -2.23887 1.86955
H 5.47666 0.10850 -1.57041
H -0.80414 -1.03105 -7.61266
H -2.34157 -1.44859 2.26277
H 2.06253 5.45078 -2.56464
H -5.82783 -1.40226 -3.23113
H 5.16514 -3.91923 2.69556
H -5.91382 -2.38334 -0.78925
H 2.83022 4.36611 2.45821
H -5.78025 -1.21538 0.52753
H 3.74813 -1.40197 -6.31621
H -0.74564 1.82065 4.73474
H -4.72176 -1.43584 2.82457
H 3.83326 -4.19304 3.81877
H 0.12820 -2.52117 5.73051
H -8.91102 1.45411 0.51010
H 0.26523 -2.14953 -2.93893
H -1.12654 -0.91509 4.35027
H 1.07702 -1.53466 -7.14433
H 5.91147 -1.90885 4.06832
H -9.77130 2.21089 -1.71206
H -4.63094 2.83205 3.11339
H 0.44295 3.59938 5.95005
H -5.89053 0.70426 3.27012
H -4.32331 -1.96889 -0.10996
H 7.10284 -1.21281 -0.25198
H 1.42130 -2.30983 -0.00801
H 2.46194 -3.06982 5.15195
H 4.77444 -0.60135 4.41834
H 0.63163 0.37643 -7.55278
H 4.06911 1.01165 -5.92931
H -3.03531 -3.99174 -0.99946
H -6.64495 0.64711 0.76594
H -1.69601 -5.13224 -0.68408
H 4.57552 -2.17930 5.19106
H 2.24127 4.88210 4.82890

=====

# 2
125
Properties=species:S:1:pos:R:3 method="wB97M-V/def2-TZVPD" total_charge=+1 homo_ha=-0.372 e_above_lowest_kj_mol=254.5
Pt -0.33319 0.91130 0.44699
Te -4.02560 -2.08561 1.32685
Br -0.05177 3.20247 -0.86538
P 0.28178 0.27758 -3.22406
P -1.63300 -0.64979 -0.62468
P -0.70897 -0.80540 2.19571
O -0.82337 0.41988 -2.12110
O 0.74352 3.13317 5.90018
O 0.11260 1.57052 -4.13648
O 0.25767 -0.98382 -3.97520
O 1.60453 0.58188 -2.39592
O 0.41162 -0.03677 3.22556
N 0.54410 2.27727 3.32290
N -2.68735 -6.68304 2.42143
N 0.61190 2.38912 1.99421
C 2.77600 -0.42685 6.50280
C 1.44424 1.96441 6.10620
C 2.97274 0.34919 -2.87033
C -0.82685 1.64810 -5.26419
C -3.46471 -4.07052 1.83503
C 0.56415 -3.70806 -2.17482
C 1.21616 3.44752 1.59367
C 2.79709 -2.53983 0.99320
C -3.21699 -0.04035 -1.24172
C -0.41225 -4.59304 -2.60682
C 1.84723 -1.60686 1.37738
C 0.20499 -2.50246 -1.59856
C -3.28031 -0.93381 5.38057
C -2.22757 1.31895 -4.78090
C 3.70361 6.50121 -1.01057
C 1.89923 -0.27918 5.43849
C 2.31964 5.31001 -2.57693
C -1.13727 -2.18080 -1.44241
C -1.58500 -1.35079 3.71301
C -3.06345 -6.33237 1.19587
C 2.72041 5.53411 -1.25699
C 2.32029 1.83094 7.17088
C 1.23032 0.91704 5.21343
C 0.54358 -2.01396 1.66376
C 0.21027 -3.36187 1.56595
C 2.25260 4.81886 -0.07341
C -1.75404 -4.27482 -2.45176
C 3.82997 1.16954 -1.92105
C 3.86188 7.00319 -3.34153
C -0.74632 3.08480 -5.73838
C -5.67285 0.92575 -2.10661
C -0.38635 0.70361 -6.37325
C 3.28063 -1.13506 -2.74765
C -4.89270 0.14842 -2.95222
C -3.65834 -0.31900 -2.53000
C -2.73466 -5.74690 3.36584
C -5.21818 1.23912 -0.83325
C -3.46057 -5.04612 0.85008
C 4.26859 7.23193 -2.03731
C -2.08033 -1.31743 1.02049
C 2.99057 0.63420 7.36760
C -2.67049 -0.61040 4.17763
C -2.12173 -3.07576 -1.86086
C 2.46196 -3.88672 0.91721
C -2.80939 -2.00324 6.12949
C 0.25921 1.05187 4.04198
C -3.12286 -4.43484 3.12983
C -1.71357 -2.72851 5.68379
C 1.16842 -4.29660 1.20400
C 3.14923 0.81991 -4.30636
C -1.09195 -2.39613 4.48790
C 2.89250 6.04627 -3.60344
C 1.32065 3.90653 0.23546
C -3.99503 0.75156 -0.40049
H -3.63612 1.00465 0.59230
H -0.97637 3.77788 -4.92716
H 2.83205 5.08776 0.80778
H -6.63136 1.29685 -2.44465
H 0.89587 -5.34166 1.13417
H 2.81134 1.84786 -4.42230
H 3.28754 -1.36749 6.65307
H -3.05119 0.22213 3.59475
H 3.21234 -4.61537 0.63877
H -0.76155 1.08848 4.45167
H 0.93350 3.75238 6.61309
H -3.75357 -4.82408 -0.16623
H 2.47067 2.66420 7.84852
H 1.72864 -1.10173 4.75853
H -2.50495 1.93725 -3.92465
H -2.94307 1.49402 -5.58493
H 4.20750 0.76914 -4.56547
H 1.70618 4.07609 2.33555
H 3.67110 2.23716 -2.08158
H 3.57696 0.92734 -0.88664
H 4.30275 7.56415 -4.15481
H -1.46434 3.24764 -6.54230
H -2.29282 0.27301 -4.48466
H 0.97037 -1.80584 -1.27723
H 0.24770 3.29419 -6.11961
H -5.81636 1.85766 -0.17755
H 1.61151 -3.95347 -2.29327
H -4.12451 -0.35440 5.73043
H 0.62915 0.94387 -6.69223
H -5.24097 -0.08501 -3.94991
H 0.85741 3.06041 3.87812
H -0.40476 -0.33147 -6.04030
H -2.51890 -4.95960 -2.79546
H -0.22064 -2.95279 4.16530
H -3.16959 -2.83949 -1.72936
H 2.12662 -0.56573 1.47784
H -3.03993 -0.90634 -3.19723
H 4.28155 -1.32976 -3.13518
H -0.12884 -5.52964 -3.06878
H 3.80646 -2.21703 0.77140
H -3.16578 -3.72518 3.94278
H 3.24852 -1.45130 -1.70218
H 4.02268 6.67964 0.00942
H 2.59271 0.18438 -4.99658
H -2.44939 -6.05920 4.36481
H 4.88505 0.94625 -2.08271
H -1.33289 -3.55274 6.27351
H 2.56042 -1.71786 -3.32182
H -1.05359 0.81936 -7.22874
H 2.58547 5.87123 -4.62197
H -0.80682 -3.68679 1.75266
H -3.28796 -2.26394 7.06413
H -3.04050 -7.11427 0.44456
H 5.02457 7.97455 -1.82139
H 1.58826 4.55312 -2.81639
H 3.67498 0.53597 8.19936